Entry 1:
Here is a gas-phase ion, CH6N3O (charge +1) in a non-equilibrium geometry from the OMol25 dataset. Energies are from the ωB97M-V functional and the def2-TZVPD basis.

The geometry in XYZ format:
```
11
Properties=species:S:1:pos:R:3:forces:R:3:nbo_charge:R:1
H -0.876 0.445 2.856 0.9 -0.6 -2.3 0.40
N -0.883 0.448 1.753 -1.3 1.1 1.4 -0.14
N -0.148 -0.176 1.051 2.2 -2.2 0.7 -0.15
C -0.016 -0.274 -0.660 -2.6 2.1 0.2 0.41
N 0.127 0.986 -1.130 0.8 2.3 -0.7 -0.83
O 1.031 -1.086 -0.675 0.4 -3.3 -1.4 -0.69
H 0.670 -0.857 1.299 -1.3 1.1 0.8 0.39
H -1.065 -0.527 -0.890 0.7 -1.1 -0.1 0.21
H 0.965 1.580 -0.905 -1.3 -1.1 -0.5 0.42
H -0.672 1.481 -1.590 1.2 -0.9 0.9 0.44
H 0.867 -2.018 -1.109 0.3 2.7 1.2 0.55
```
Forces are in eV/Å.

Results
**Gap between HOMO and LUMO**: 0.3492 Eh
**SMILES**: [H]/N=[NH+]/[C@@H](N)O
**Energy relative to the best compared isomer or geometry (same formula, charge and spin)**: 211.7 kJ/mol
**2S+1**: 1
**Max |F|**: 0.0714 hartree/bohr
**Total charge**: +1


Entry 2:
Here is a molecular structure, CH6N3O in a non-equilibrium geometry from the OMol25 dataset. Energies are from the ωB97M-V functional and the def2-TZVPD basis.

The geometry in XYZ format:
```
11
Properties=species:S:1:pos:R:3:forces:R:3:nbo_charge:R:1
C -1.402 0.231 -0.182 -0.8 -2.3 1.1 -0.44
N 0.433 -0.808 1.083 2.2 1.6 -2.2 -0.39
N 0.792 0.502 -0.704 6.8 -1.6 0.1 -0.13
N 0.054 -0.042 0.154 -3.0 -1.0 1.8 0.19
O 2.505 -0.073 -0.360 -4.1 1.5 -1.0 -0.40
H -1.483 1.278 -0.384 -0.4 0.6 0.3 0.24
H -1.896 -0.177 0.783 0.1 1.1 -2.0 0.26
H -1.687 -0.365 -1.125 0.6 0.7 1.7 0.28
H -0.163 -0.994 1.864 -1.5 -0.1 -0.2 0.41
H 2.262 -0.795 0.292 -0.1 0.7 -0.5 0.50
H 0.586 1.244 -1.421 0.2 -1.2 1.0 0.48
```
Forces are in eV/Å.

Results
**Gap between HOMO and LUMO**: 0.3517 Eh
**Energy relative to the best compared isomer or geometry (same formula, charge and spin)**: 615.2 kJ/mol
**2S+1**: 1
**Max |F|**: 0.1362 hartree/bohr
**Total charge**: +1


Entry 3:
Here is 2 unconnected molecules or ions with the total composition CH6N3O in a non-equilibrium geometry from the OMol25 dataset. Energies are from the ωB97M-V functional and the def2-TZVPD basis.

The geometry in XYZ format:
```
11
Properties=species:S:1:pos:R:3:forces:R:3:nbo_charge:R:1
C -0.221 0.666 -0.058 0.5 -0.3 0.9 0.68
N -1.359 0.311 0.382 0.2 -3.1 -0.8 -0.78
N 0.521 1.703 0.032 -1.4 2.1 0.5 -0.78
N 0.623 -2.172 0.131 -0.6 1.1 0.8 -0.28
O 1.314 -2.577 -0.934 1.0 0.1 0.8 -0.46
H -2.166 0.819 0.561 -1.5 1.7 0.5 0.43
H -1.509 -0.707 0.297 0.0 0.5 0.1 0.46
H 0.227 2.688 0.360 0.7 -2.1 -0.6 0.45
H 1.406 1.527 -0.349 1.7 0.6 -0.6 0.44
H 1.274 -1.915 0.957 -0.3 -0.9 -2.1 0.33
H 0.705 -2.849 -1.641 -0.3 0.1 0.5 0.50
```
Forces are in eV/Å.

Results
**Gap between HOMO and LUMO (spin up / spin down)**: 0.3948 / 0.2495 Eh
**Energy relative to the best compared isomer or geometry (same formula, charge and spin)**: 419.7 kJ/mol
**2S+1**: 1
**Max |F|**: 0.0630 hartree/bohr
**Total charge**: +1


Entry 4:
Here is a gas-phase ion, CH6N3O2 (charge +1) in a non-equilibrium geometry from the OMol25 dataset. Energies are from the ωB97M-V functional and the def2-TZVPD basis.

The geometry in XYZ format:
```
12
Properties=species:S:1:pos:R:3:forces:R:3:nbo_charge:R:1
N 0.738 1.476 -0.280 -1.1 3.4 1.1 -0.73
C -0.003 0.464 0.024 -3.3 -3.4 -1.9 0.64
N 0.606 -0.728 -0.012 -0.1 -0.1 1.2 -0.26
O 1.977 -0.893 -0.265 -0.6 0.6 0.7 -0.51
N -1.622 0.249 0.113 3.5 -0.3 0.7 -0.33
O -1.959 -1.042 -0.371 0.6 0.5 0.5 -0.53
H 1.731 1.297 -0.199 0.2 0.2 -0.2 0.44
H 0.392 2.449 -0.068 0.6 -1.4 -0.7 0.45
H 0.119 -1.505 0.408 0.1 -0.4 -0.5 0.42
H 2.480 -1.069 0.576 -0.9 0.2 -0.6 0.50
H -2.289 0.872 -0.346 1.1 0.5 -0.2 0.42
H -2.171 -1.570 0.420 -0.2 0.3 -0.2 0.49
```
Forces are in eV/Å.

Results
**Gap between HOMO and LUMO**: 0.4121 Eh
**SMILES**: N/C(NO)=[NH+]/O
**Energy relative to the best compared isomer or geometry (same formula, charge and spin)**: 132.0 kJ/mol
**2S+1**: 1
**Max |F|**: 0.1004 hartree/bohr
**Total charge**: +1


Entry 5:
Here is 2 unconnected molecules or ions with the total composition CH6N3O2S in a non-equilibrium geometry from the OMol25 dataset. Energies are from the ωB97M-V functional and the def2-TZVPD basis.

The geometry in XYZ format:
```
13
Properties=species:S:1:pos:R:3:forces:R:3:nbo_charge:R:1
C -0.883 -0.815 -0.326 -0.1 2.1 -0.1 0.49
N -1.212 0.243 -1.124 -0.9 -1.8 0.8 -0.80
N 2.388 1.006 0.351 -3.0 -1.8 3.8 -0.95
N -1.458 -2.015 -0.241 2.5 1.8 1.9 -0.77
O 1.180 0.418 2.529 -0.6 -0.4 -0.5 -0.76
O 0.087 2.001 0.870 0.2 -0.6 0.1 -0.84
S 0.878 0.843 1.202 2.0 0.7 -1.4 2.06
H -2.155 0.255 -1.572 1.0 -0.2 0.3 0.42
H -0.787 1.196 -1.092 -0.1 -1.5 0.5 0.46
H 2.479 1.762 -0.216 -0.1 2.6 -2.2 0.41
H 2.788 0.158 0.074 0.8 -1.4 -0.4 0.41
H -2.059 -2.313 -0.928 -1.9 -0.8 -2.1 0.41
H -1.246 -2.738 0.475 0.2 1.2 -0.6 0.46
```
Forces are in eV/Å.

Results
**Gap between HOMO and LUMO (spin up / spin down)**: 0.2642 / 0.3196 Eh
**Energy relative to the best compared isomer or geometry (same formula, charge and spin)**: 304.0 kJ/mol
**2S+1**: 1
**Max |F|**: 0.1001 hartree/bohr
**Total charge**: +1


Entry 6:
Here is a gas-phase ion, CH6N3S (charge +1) in a non-equilibrium geometry from the OMol25 dataset. Energies are from the ωB97M-V functional and the def2-TZVPD basis.

The geometry in XYZ format:
```
11
Properties=species:S:1:pos:R:3:forces:R:3:nbo_charge:R:1
C 0.564 0.775 -0.123 -2.7 1.3 -0.8 -0.12
N -0.453 1.387 0.645 -1.2 -1.1 -1.6 -0.83
N 0.885 -0.660 0.290 -0.6 -0.1 -1.0 -0.76
N -1.231 -1.513 -0.823 1.7 -0.8 0.5 -0.79
S 0.029 -1.976 -0.074 0.2 2.1 -0.4 1.34
H 0.162 0.879 -1.134 0.5 -1.2 -0.3 0.24
H 1.345 1.510 -0.115 1.6 -0.9 0.4 0.25
H -1.461 1.195 0.363 2.1 0.5 1.4 0.42
H 1.812 -0.815 0.652 0.2 -0.4 0.4 0.45
H -1.570 -2.406 -1.207 -0.7 0.2 0.2 0.41
H -0.082 1.623 1.526 -1.0 0.5 1.4 0.39
```
Forces are in eV/Å.

Results
**Gap between HOMO and LUMO (spin up / spin down)**: 0.2673 / 0.2674 Eh
**Energy relative to the best compared isomer or geometry (same formula, charge and spin)**: 234.5 kJ/mol
**2S+1**: 1
**Max |F|**: 0.0606 hartree/bohr
**Total charge**: +1


Entry 7:
Here is a single CH6N4 molecule in a non-equilibrium geometry from the OMol25 dataset. Energies are from the ωB97M-V functional and the def2-TZVPD basis.

The geometry in XYZ format:
```
11
Properties=species:S:1:pos:R:3:forces:R:3:nbo_charge:R:1
N 2.289 -0.144 0.008 1.3 0.8 3.2 -0.69
N 0.945 -0.619 -0.104 -0.1 -0.8 0.8 -0.34
C 0.187 0.379 -0.075 -1.0 2.5 -0.4 0.21
N -1.214 0.520 0.116 1.7 0.5 0.2 -0.46
N -1.954 -0.695 0.157 -0.5 0.5 -0.3 -0.64
H 2.297 0.486 1.003 0.5 -2.5 -3.5 0.34
H 2.947 -0.977 0.144 -1.5 1.6 0.0 0.37
H 0.687 1.389 -0.270 -0.9 -0.9 0.6 0.14
H -1.497 1.306 -0.479 -0.5 -0.7 0.1 0.36
H -2.995 -0.564 0.228 1.7 0.3 -0.2 0.37
H -1.691 -1.081 -0.728 -0.7 -1.2 -0.5 0.35
```
Forces are in eV/Å.

Results
**Gap between HOMO and LUMO**: 0.3385 Eh
**SMILES**: N/N=C/NN
**Energy relative to the best compared isomer or geometry (same formula, charge and spin)**: 250.1 kJ/mol
**2S+1**: 1
**Max |F|**: 0.0846 hartree/bohr


Entry 8:
Here is a single CH6N4OS molecule in a non-equilibrium geometry from the OMol25 dataset. Energies are from the ωB97M-V functional and the def2-TZVPD basis.

The geometry in XYZ format:
```
13
Properties=species:S:1:pos:R:3:forces:R:3:nbo_charge:R:1
N 0.850 -2.042 -1.258 0.1 -0.4 -2.3 -0.71
N 1.311 -0.905 -0.555 -0.5 1.3 0.2 -0.39
C 0.343 -0.068 -0.410 -0.2 -0.5 1.7 0.51
N -0.979 -0.372 -0.671 0.4 -0.6 -0.6 -0.36
O -1.446 -1.610 -0.144 1.2 -0.9 -1.1 -0.58
N 0.611 1.209 0.131 0.8 -0.2 -0.3 -0.76
S -0.285 2.008 1.365 0.3 -0.8 -0.5 0.19
H 1.579 -2.746 -1.153 -0.2 0.2 -0.4 0.37
H 0.776 -1.764 -2.297 0.3 -0.8 1.9 0.36
H -1.593 0.290 -0.296 -1.0 1.2 0.4 0.37
H -0.873 -2.263 -0.697 -0.8 1.1 1.1 0.49
H 1.612 1.240 0.312 -0.2 0.3 -0.2 0.40
H 0.028 1.175 2.380 -0.2 0.1 0.1 0.10
```
Forces are in eV/Å.

Results
**Gap between HOMO and LUMO**: 0.3431 Eh
**SMILES**: N/N=C(\NO)NS
**Energy relative to the best compared isomer or geometry (same formula, charge and spin)**: 91.3 kJ/mol
**2S+1**: 1
**Max |F|**: 0.0451 hartree/bohr